13
Properties=species:S:1:pos:R:3 method="wB97M-V/def2-TZVPD" smiles=CSCS.O homo_energy_ev=-8.85 homo_lumo_gap_ha=0.34966 e_lumo_ev=0.667 e_tot_ha=-952.5848 fmax_ev_per_a=1.55 e_above_lowest_kj_mol=75.6
S 1.669 0.590 -0.268
S 2.881 1.833 -2.772
O 4.792 -1.546 0.788
C 0.000 0.000 0.000
C 1.414 1.609 -1.720
H 4.050 -0.904 0.712
H 3.133 3.056 -2.260
H -0.157 -0.212 1.071
H 0.502 1.317 -2.276
H 4.389 -2.344 1.198
H -0.742 0.749 -0.323
H 1.286 2.659 -1.392
H -0.167 -0.929 -0.570

14
Properties=species:S:1:pos:R:3 method="wB97M-V/def2-TZVPD" homo_energy_ev="-6.31 / -8.82" homo_lumo_gap_ha="0.25682 / 0.23367" e_lumo_ev="0.681 / -2.464" e_tot_ha=-1559.9346 fmax_ev_per_a=3.52 e_above_lowest_kj_mol=21.8 multiplicity=3
S 1.732 1.042 2.134
S -1.049 -1.747 -0.417
P 1.653 -1.050 1.716
P -0.504 -1.273 2.134
C 0.239 -0.629 -1.165
C 0.029 0.899 -1.376
H 0.321 1.138 -2.344
H 0.407 -1.003 -2.176
H 0.917 -0.900 -0.390
H 3.008 1.255 1.968
H 1.754 -1.599 3.053
H -1.097 1.016 -1.422
H -0.194 -2.654 2.145
H 0.486 1.573 -0.597

12
Properties=species:S:1:pos:R:3 method="wB97M-V/def2-TZVPD" charge=+1 homo_energy_ev="-12.85 / -12.61" homo_lumo_gap_ha="0.31138 / 0.12464" e_lumo_ev="-4.373 / -9.222" e_tot_ha=-876.9834 fmax_ev_per_a=4.45 e_above_lowest_kj_mol=147.7 multiplicity=2
S -1.185 -0.945 -0.061
S 3.245 -2.872 -0.597
C -0.585 1.723 -0.174
C -1.750 0.738 0.011
H -0.053 1.875 0.703
H 0.205 1.385 -0.968
H -0.941 2.700 -0.636
H -1.205 -1.238 1.324
H 3.278 -3.681 0.470
H -2.485 0.934 -0.752
H -2.317 1.210 0.888
H 3.793 -1.828 -0.207